Entry 1:
{"formula": "C3H2N2O2", "method": "wB97M-V/def2-TZVPD", "symbols": ["C", "C", "C", "N", "N", "O", "O", "H", "H"], "xyz": [[-1.10063, 0.28077, -2.68062], [0.02175, 0.11409, 0.08917], [-1.39916, -0.22548, -1.45895], [-0.83573, 0.71978, -3.71706], [-2.51464, -0.85238, -0.93538], [-3.36370, -1.15088, -1.76437], [-2.58324, -1.06974, 0.25741], [-0.32646, -0.29743, 1.00764], [0.93785, 0.54581, -0.24706]], "nbo_charge": [0.1273, -0.1685, 0.1258, -0.1760, 0.4288, -0.3455, -0.3583, 0.1916, 0.1748], "total_charge": 0, "spin_multiplicity": 1, "homo_lumo_gap_ev": [9.54, 7.55]}

=====

Entry 2:
{"formula": "C18H18N2O4S", "method": "wB97M-V/def2-TZVPD", "symbols": ["C", "C", "C", "N", "C", "C", "C", "C", "C", "C", "H", "H", "H", "H", "H", "S", "O", "O", "C", "C", "C", "C", "C", "C", "C", "H", "H", "H", "H", "N", "C", "O", "C", "H", "O", "H", "H", "H", "H", "H", "H", "H", "H"], "xyz": [[-3.46205, -0.04714, -2.94821], [-2.40058, 0.59288, -2.40494], [-1.19706, 0.02783, -1.81885], [-1.34581, -0.02876, -0.36379], [-2.43771, -0.83910, 0.16329], [-2.52587, -2.13947, 0.40122], [-3.58801, -2.84977, 1.15366], [-4.53655, -1.99271, 1.48195], [-4.55904, -0.60432, 1.47811], [-3.45182, 0.00245, 0.91270], [-3.53580, 1.32519, 0.90401], [-5.40365, 0.02341, 1.94725], [-5.29082, -2.72147, 1.99431], [-3.47964, -3.71464, 1.04542], [-1.68229, -2.61984, -0.25151], [-0.80951, 1.35067, 0.45280], [-1.07802, 1.31027, 1.75904], [-1.03534, 2.46301, -0.43641], [1.12786, 1.11972, 0.20300], [1.41360, -0.23004, 0.12194], [2.75013, -0.58152, -0.10396], [3.60562, 0.53739, 0.38641], [3.27729, 1.83800, 0.58114], [1.86409, 2.07958, 0.73116], [1.44866, 3.57117, 0.65944], [2.36273, 4.06305, 1.18486], [0.73859, 3.15733, 1.71127], [0.97160, 4.00341, 0.01893], [3.93246, 2.45874, 0.83823], [5.11475, 0.09817, 0.21317], [5.56730, -1.01878, -0.01980], [6.69918, -1.40420, -0.22518], [4.51439, -2.16607, 0.17430], [4.76588, -3.21196, -0.44100], [3.16710, -1.91027, -0.31252], [4.47122, -2.28373, 1.25632], [5.77850, 0.90118, -0.02044], [0.72764, -1.03901, 0.07857], [-1.31689, -1.06804, -2.08049], [-0.55786, 0.58246, -1.99939], [-2.52174, 1.59209, -2.07579], [-4.51322, 0.52984, -3.19655], [-3.56928, -1.15703, -3.15365]], "nbo_charge": [-0.3818, -0.2103, -0.2125, -0.7069, 0.1006, -0.2019, -0.1770, -0.1863, -0.2572, -0.1657, 0.2363, 0.2391, 0.2131, 0.1795, 0.2043, 2.3453, -0.9097, -0.9630, -0.2308, -0.2455, 0.2886, 0.1374, -0.2222, -0.0234, -0.5274, 0.2060, 0.2142, 0.1887, 0.2021, -0.5870, 0.6265, -0.6203, -0.1598, 0.2322, -0.4882, 0.1921, 0.4090, 0.2476, 0.2044, 0.1857, 0.2150, 0.2107, 0.1988], "total_charge": 0, "spin_multiplicity": 1, "smiles": "C=CCN(c1ccccc1)S(=O)(=O)c1cc2c(cc1C)NC(=O)CO2", "homo_lumo_gap_ev": 9.28}

=====

Entry 3:
{"formula": "C25H34N4O4S", "method": "wB97M-V/def2-TZVPD", "symbols": ["C", "C", "H", "H", "O", "C", "C", "C", "C", "C", "C", "N", "C", "O", "C", "C", "C", "C", "C", "C", "H", "H", "H", "H", "H", "H", "H", "O", "C", "C", "H", "H", "H", "H", "H", "N", "C", "N", "H", "C", "C", "H", "H", "C", "N", "C", "H", "C", "O", "C", "C", "H", "H", "H", "H", "H", "H", "H", "H", "H", "H", "H", "S", "H", "H", "H", "H", "H"], "xyz": [[-2.02980, -4.89131, -0.13060], [-2.07166, -3.85560, -1.24889], [-2.82022, -4.14077, -1.99413], [-1.09876, -3.78071, -1.74620], [-2.49986, -2.58205, -0.80007], [-1.62418, -1.78404, -0.10897], [-0.29479, -2.08195, 0.13335], [0.51547, -1.18998, 0.82119], [-0.01315, 0.02751, 1.28628], [-1.34674, 0.31687, 1.06260], [-2.15547, -0.57375, 0.36824], [-3.50510, -0.33106, 0.11298], [-4.25642, 0.76009, 0.42243], [-3.82942, 1.75639, 0.97673], [-5.68400, 0.64538, -0.00017], [-6.36851, -0.56623, -0.04041], [-7.69834, -0.59802, -0.42034], [-8.35492, 0.57165, -0.76641], [-7.68330, 1.78207, -0.71494], [-6.35783, 1.81922, -0.32582], [-5.82017, 2.75365, -0.26831], [-8.19531, 2.69675, -0.97443], [-9.39172, 0.53929, -1.06708], [-8.22638, -1.54012, -0.44358], [-5.88119, -1.48556, 0.25287], [-3.94087, -1.07926, -0.40942], [-1.79564, 1.23002, 1.41080], [0.87366, 0.83878, 1.95361], [0.43905, 2.09980, 2.43690], [0.31342, 3.15823, 1.34696], [0.08974, 4.11637, 1.80768], [1.24000, 3.24648, 0.78452], [-0.48716, 2.91273, 0.65490], [-0.50442, 1.98917, 2.98307], [1.21858, 2.38927, 3.14898], [1.85694, -1.42988, 1.12433], [2.77411, -2.24548, 0.56533], [4.06593, -2.06097, 0.94624], [4.69385, -2.74254, 0.54105], [4.70616, -0.84211, 1.38756], [5.75059, -0.36013, 0.37451], [6.53719, -1.11528, 0.30184], [6.20714, 0.55464, 0.75515], [5.21526, -0.11821, -1.05244], [4.34783, 1.01133, -1.28865], [4.82024, 2.29588, -0.82037], [5.87567, 2.40667, -1.07691], [4.00648, 3.39051, -1.51797], [2.62702, 3.23842, -1.27849], [2.18440, 1.97409, -1.72231], [2.93802, 0.85805, -0.99782], [2.59371, -0.11244, -1.35748], [2.71188, 0.95093, 0.07713], [1.11623, 1.92449, -1.50587], [2.34692, 1.88102, -2.80548], [4.27672, 4.37759, -1.13816], [4.20251, 3.34628, -2.59943], [4.70187, 2.41313, 0.27259], [6.08903, 0.01913, -1.70059], [4.68544, -1.00894, -1.39854], [5.20404, -1.03146, 2.34776], [3.96154, -0.06198, 1.54633], [2.46031, -3.49873, -0.47484], [2.20588, -0.73959, 1.77861], [0.14498, -3.00015, -0.21203], [-3.00779, -4.97587, 0.33758], [-1.30528, -4.61123, 0.62922], [-1.74940, -5.85650, -0.54223]], "nbo_charge": [-0.6381, -0.0619, 0.1909, 0.1835, -0.5330, 0.3313, -0.3545, 0.1716, 0.2566, -0.3099, 0.0991, -0.5968, 0.6489, -0.6157, -0.0693, -0.2122, -0.2151, -0.1966, -0.2088, -0.1919, 0.2346, 0.2163, 0.2148, 0.2152, 0.2101, 0.4225, 0.2668, -0.5306, -0.0582, -0.6501, 0.2181, 0.2309, 0.2169, 0.1795, 0.1893, -0.6073, 0.3043, -0.6059, 0.4109, -0.2240, -0.4288, 0.2060, 0.2115, -0.2095, -0.4590, -0.2492, 0.2043, -0.0680, -0.5304, -0.0741, -0.2499, 0.2169, 0.1651, 0.1958, 0.1699, 0.1899, 0.1666, 0.1611, 0.1966, 0.2112, 0.2009, 0.1961, -0.2838, 0.4172, 0.2637, 0.2097, 0.2193, 0.2186], "total_charge": 0, "spin_multiplicity": 1, "smiles": "CCOc1cc(NC(=S)NCCCN2CCOCC2)c(OCC)cc1NC(=O)c1ccccc1", "homo_lumo_gap_ev": 8.05}

=====

Entry 4:
{"formula": "C24H26ClNOP", "method": "wB97M-V/def2-TZVPD", "symbols": ["C", "N", "C", "C", "Cl", "H", "H", "H", "H", "H", "H", "H", "C", "C", "C", "P", "C", "C", "C", "C", "C", "C", "C", "C", "C", "C", "C", "C", "C", "C", "C", "C", "C", "C", "O", "H", "H", "H", "H", "H", "H", "H", "H", "H", "H", "H", "H", "H", "H", "H", "H", "H", "H", "H"], "xyz": [[-2.38044, 4.62232, 2.29453], [-3.37331, 3.59655, 1.99558], [-4.77988, 3.90768, 2.31715], [-3.02651, 2.54880, 1.27647], [-4.16607, 1.57076, 0.50935], [-2.76776, 5.22137, 3.11488], [-1.43974, 4.15931, 2.58879], [-2.21441, 5.25065, 1.41190], [-4.75585, 4.71087, 3.04874], [-5.31622, 4.24037, 1.43293], [-5.29065, 3.05654, 2.75592], [-1.99190, 2.25480, 1.14065], [0.12421, 0.38316, 3.52727], [-0.20475, 0.13981, 2.06908], [0.96874, -0.12853, 1.32832], [1.10364, -0.92741, -0.23267], [0.60342, -2.67730, -0.26628], [-0.76700, -2.97541, -0.14372], [-1.19283, -4.30633, -0.15066], [-0.25903, -5.34460, -0.21201], [1.10497, -5.05470, -0.31628], [1.54016, -3.72877, -0.35146], [0.07566, 0.01806, -1.37915], [-0.68754, -0.59833, -2.38130], [-1.52730, 0.19292, -3.17009], [-1.63090, 1.56448, -2.93787], [-0.86258, 2.17107, -1.94343], [0.03545, 1.41054, -1.20002], [2.78380, -0.88209, -0.95927], [2.95089, -0.70635, -2.34702], [4.22809, -0.69920, -2.91532], [5.35948, -0.86457, -2.10550], [5.20378, -1.05604, -0.73009], [3.92564, -1.06830, -0.15352], [-1.37635, 0.17317, 1.63494], [1.19521, 0.55079, 3.66132], [-0.40239, 1.25065, 3.92551], [-0.15735, -0.50365, 4.10326], [1.92335, 0.03012, 1.82364], [-1.49103, -2.16341, -0.04063], [-2.26180, -4.51864, -0.09825], [-0.59485, -6.38463, -0.18975], [1.84248, -5.86083, -0.36426], [2.60710, -3.50425, -0.45569], [-0.63390, -1.68040, -2.52840], [-2.10031, -0.28782, -3.96027], [-2.31005, 2.17224, -3.54350], [-0.94039, 3.23976, -1.74053], [0.66643, 1.88363, -0.44287], [2.07340, -0.56785, -2.98638], [4.33372, -0.56157, -3.99230], [6.35543, -0.84751, -2.55299], [6.08011, -1.20122, -0.09116], [3.81793, -1.22071, 0.92242]], "nbo_charge": [-0.4185, -0.2826, -0.4317, 0.2105, 0.1758, 0.2341, 0.2430, 0.2347, 0.2323, 0.2405, 0.2485, 0.2861, -0.6850, 0.5242, -0.9389, 1.5818, -0.4263, -0.1246, -0.2290, -0.1789, -0.2081, -0.1718, -0.4022, -0.1806, -0.2097, -0.1974, -0.2377, -0.1233, -0.3870, -0.1872, -0.2020, -0.1792, -0.2270, -0.1283, -0.7516, 0.2157, 0.2010, 0.2389, 0.2406, 0.2274, 0.2249, 0.2278, 0.2287, 0.2293, 0.2365, 0.2277, 0.2245, 0.2107, 0.2295, 0.2297, 0.2289, 0.2296, 0.2286, 0.2173], "total_charge": 1, "spin_multiplicity": 1, "homo_lumo_gap_ev": 6.16}